Record 1
DFT (ωB97M-V/def2-TZVPD) results for an isolated ion of composition C3H7NOS and charge +1.

Calculated values
**Total energy**: -646.3413 Eh
**⟨S²⟩**: 0.7558
**Orbital gap (alpha / beta)**: 10.41 / 4.67 eV
**HOMO energy (alpha / beta)**: -14.49 / -14.14 eV
**M**: 105.2 g mol⁻¹
**LUMO level (alpha / beta)**: -4.1 / -9.5 eV

Structure (ORCA input):
```
! wB97M-V def2-TZVPD RIJCOSX def2/J DEFGRID3
* xyz 1 2
O -0.3079 -1.4207 3.0253
C 0.1818 -0.9692 2.0386
N -0.2281 0.2090 1.4321
C 0.3288 0.6504 0.1952
C -0.2325 -0.2312 -0.9779
S 0.1627 0.5003 -2.5621
H 1.0218 -1.4614 1.4928
H -1.0944 0.6551 1.7076
H 1.4073 0.5485 0.2223
H 0.0636 1.7062 0.0923
H -1.3276 -0.2341 -0.9880
H 0.1586 -1.2392 -0.9796
H -0.4259 1.6894 -2.2759
*
```

Results of the natural (NBO) charge analysis, in e, for atoms 1 through 2: atom 1 (O): -0.47, atom 2 (C): 0.52


Record 2
DFT (ωB97M-V/def2-TZVPD) results for a 2-piece molecular cluster, C6H17N2 overall.

Calculated values
**Total energy**: -347.8790 Eh
**Orbital gap**: 4.38 eV
**HOMO energy**: -11.99 eV
**M**: 117.2 g mol⁻¹
**LUMO level**: -7.6 eV

Structure (ORCA input):
```
! wB97M-V def2-TZVPD RIJCOSX def2/J DEFGRID3
* xyz 1 1
C -1.6314 -0.1206 -1.7696
C -1.9563 0.3339 -0.3525
C -1.1406 -0.4335 0.7004
C 0.3217 -0.8285 0.4105
C 1.3918 0.2362 0.5266
C 2.7851 -0.3105 0.2783
N 3.7755 0.7317 0.5286
N -3.3229 0.1223 -0.1233
H -2.4113 0.1679 -2.4747
H -0.6070 0.1541 -2.0304
H -1.6816 -1.2164 -1.8629
H -1.6059 1.5152 -0.3551
H -1.2340 0.0564 1.6772
H -1.5872 -1.4317 0.6504
H 0.3022 -1.3815 -0.5318
H 0.5437 -1.5557 1.1938
H 1.1518 1.0881 -0.1384
H 1.3778 0.7038 1.5179
H 2.9158 -1.2095 0.8874
H 2.9293 -0.5729 -0.7790
H -0.9072 1.8372 0.5635
H 4.7012 0.3382 0.6291
H 3.5916 1.3140 1.3342
H -3.8163 -0.3062 -0.8948
H -3.8859 0.7680 0.4145
*
```

Results of the natural (NBO) charge analysis, in e, for atoms 1 through 2: atom 1 (C): -0.67, atom 2 (C): 0.14